Below is a cluster of 10 separate species, C70H134N10O6 in total in a non-equilibrium geometry, with properties calculated with ωB97M-V/def2-TZVPD.

Values from the calculation:
- SMILES: CC1(C)CCCC(C)(C)N1O.CC1(C)CCCC(C)(C)N1O.CC1(C)CCCC(C)(C)N1O.CC1(C)CCCC(C)(C)N1O.CC1(C)CCCC(C)(C)N1O.CC1(C)CCCC(C)(C)N1O.c1cc[nH]c1.c1cc[nH]c1.c1cc[nH]c1.c1cc[nH]c1
- F_max: 3.43 eV Å⁻¹
- DFT total energy: -3746.281826 a.u.
- Orbital gap: 8.30 eV
- Lowest unoccupied orbital energy: 0.016 hartree
- Energy above the lowest of the compared OMol25 structures with the same formula, charge and spin: 0.099 eV

Each atom is followed by the atoms it is bonded to, with distances in Å.
Positions of all 220 atoms, in Å:
1 C -1.73391 -1.92757 -10.28505  C2 1.507, H12 1.089, H13 1.101, H14 1.099
2 C -1.65706 -1.83504 -8.78283  C1 1.507, C3 1.544, C4 1.554, N10 1.464
3 C -2.86366 -2.60996 -8.20961  C2 1.544, H15 1.055, H16 1.082, H17 1.101
4 C -0.28908 -2.45222 -8.38104  C2 1.554, C5 1.497, H18 1.090, H19 1.111
5 C 0.07316 -2.10136 -6.97105  C4 1.497, C6 1.487, H20 1.090, H21 1.112
6 C 0.18876 -0.63042 -6.78793  C5 1.487, C7 1.544, H22 1.089, H23 1.097
7 C -1.08051 0.15560 -7.18272  C6 1.544, C8 1.531, C9 1.532, N10 1.501
8 C -2.09446 0.01420 -6.04451  C7 1.531, H24 1.097, H25 1.071, H26 1.085
9 C -0.77822 1.64132 -7.40342  C7 1.532, H27 1.092, H28 1.089, H29 1.093
10 N -1.54976 -0.40340 -8.49417  C2 1.464, C7 1.501, O11 1.454
11 O -2.84376 0.21563 -8.73342  N10 1.454, H30 0.960
12 H -2.00270 -2.94015 -10.58338  C1 1.089
13 H -2.56596 -1.26434 -10.56973  C1 1.101
14 H -0.79018 -1.68442 -10.79285  C1 1.099
15 H -2.80286 -3.59857 -8.57276  C3 1.055
16 H -2.83361 -2.69876 -7.13201  C3 1.082
17 H -3.78392 -2.11716 -8.56033  C3 1.101
18 H -0.29260 -3.53294 -8.51989  C4 1.090
19 H 0.56741 -2.07849 -8.98200  C4 1.111
20 H -0.64527 -2.57084 -6.29861  C5 1.090
21 H 1.01113 -2.61643 -6.66741  C5 1.112
22 H 1.07545 -0.41863 -7.38306  C6 1.089
23 H 0.52004 -0.32191 -5.78907  C6 1.097
24 H -1.77876 0.63178 -5.19491  C8 1.097
25 H -2.16585 -0.95188 -5.58750  C8 1.071
26 H -3.08112 0.32799 -6.36760  C8 1.085
27 H -0.17737 1.76208 -8.30679  C9 1.092
28 H -0.24232 2.01776 -6.53292  C9 1.089
29 H -1.69782 2.22847 -7.46148  C9 1.093
30 H -2.73222 0.87067 -9.42625  O11 0.960
31 C -0.50733 0.12987 -2.48838  C32 1.522, H42 1.081, H43 1.079, H44 1.122
32 C -0.03978 0.35098 -1.05651  C31 1.522, C33 1.535, C34 1.524, N40 1.451
33 C 1.43483 0.76838 -1.13883  C32 1.535, H45 1.120, H46 1.093, H47 1.097
34 C -0.83585 1.50356 -0.45587  C32 1.524, C35 1.489, H48 1.096, H49 1.097
35 C -0.69061 1.57018 1.02456  C34 1.489, C36 1.486, H50 1.093, H51 1.088
36 C -1.08316 0.24987 1.58229  C35 1.486, C37 1.537, H52 1.107, H53 1.097
37 C -0.24694 -0.93423 1.07284  C36 1.537, C38 1.532, C39 1.533, N40 1.465
38 C 1.20146 -0.88902 1.57066  C37 1.532, H54 1.103, H55 1.100, H56 1.097
39 C -0.83438 -2.26084 1.56767  C37 1.533, H57 1.099, H58 1.082, H59 1.110
40 N -0.32371 -0.90664 -0.38979  C32 1.451, C37 1.465, O41 1.425
41 O 0.56791 -1.91257 -0.86268  N40 1.425, H60 0.963
42 H 0.06193 -0.70136 -2.88074  C31 1.081
43 H -1.53353 -0.20217 -2.44876  C31 1.079
44 H -0.34736 1.08867 -3.04916  C31 1.122
45 H 1.52567 1.56894 -1.91659  C33 1.120
46 H 1.76402 1.25578 -0.21742  C33 1.093
47 H 2.08971 -0.06659 -1.41531  C33 1.097
48 H -0.66514 2.46346 -0.95564  C34 1.096
49 H -1.90739 1.37243 -0.65000  C34 1.097
50 H 0.33135 1.79022 1.34286  C35 1.093
51 H -1.32774 2.35880 1.41808  C35 1.088
52 H -2.11202 -0.03363 1.28991  C36 1.107
53 H -1.06479 0.27589 2.67849  C36 1.097
54 H 1.74485 0.02325 1.27360  C38 1.103
55 H 1.72439 -1.79963 1.24264  C38 1.100
56 H 1.20435 -0.85093 2.66730  C38 1.097
57 H -0.66963 -2.42078 2.64254  C39 1.099
58 H -0.56897 -3.13606 0.98959  C39 1.082
59 H -1.93455 -2.12874 1.50614  C39 1.110
60 H 0.03965 -2.55694 -1.34473  O41 0.963
61 C -4.27772 -0.35662 -0.90181  C62 1.513, H72 1.068, H73 1.114, H74 1.092
62 C -5.32758 -0.28144 -1.98896  C61 1.513, C63 1.526, C64 1.519, N70 1.481
63 C -6.56395 0.41591 -1.42893  C62 1.526, H75 1.114, H76 1.102, H77 1.076
64 C -4.77811 0.53621 -3.14520  C62 1.519, C65 1.521, H78 1.090, H79 1.089
65 C -5.65954 0.39860 -4.37759  C64 1.521, C66 1.503, H80 1.089, H81 1.073
66 C -5.71503 -1.04234 -4.80315  C65 1.503, C67 1.499, H82 1.113, H83 1.110
67 C -6.28612 -1.89792 -3.71252  C66 1.499, C68 1.532, C69 1.554, N70 1.459
68 C -7.79236 -1.63154 -3.62899  C67 1.532, H84 1.071, H85 1.085, H86 1.080
69 C -6.15389 -3.43035 -3.93265  C67 1.554, H87 1.069, H88 1.117, H89 1.069
70 N -5.51491 -1.65919 -2.49781  C62 1.481, C67 1.459, O71 1.441
71 O -6.06919 -2.46269 -1.43734  N70 1.441, H90 0.971
72 H -3.95139 0.61793 -0.61038  C61 1.068
73 H -4.73313 -0.90005 -0.04240  C61 1.114
74 H -3.47340 -1.00302 -1.25913  C61 1.092
75 H -6.96846 -0.26751 -0.64764  C63 1.114
76 H -6.30321 1.37623 -0.95566  C63 1.102
77 H -7.29195 0.56198 -2.20807  C63 1.076
78 H -4.69219 1.53777 -2.72310  C64 1.090
79 H -3.75993 0.19225 -3.32071  C64 1.089
80 H -6.65189 0.83112 -4.25530  C65 1.089
81 H -5.24877 0.93337 -5.21171  C65 1.073
82 H -4.70605 -1.36632 -5.14467  C66 1.113
83 H -6.36087 -1.15808 -5.69855  C66 1.110
84 H -8.27472 -1.99989 -4.51106  C68 1.071
85 H -8.03822 -0.57457 -3.60656  C68 1.085
86 H -8.15859 -2.15303 -2.75689  C68 1.080
87 H -5.17812 -3.84432 -3.79070  C69 1.069
88 H -6.44306 -3.66233 -4.98659  C69 1.117
89 H -6.81463 -3.88537 -3.22633  C69 1.069
90 H -6.88759 -2.01586 -1.16821  O71 0.971
91 C -0.52555 8.00842 0.05756  C92 1.528, H102 1.045, H103 1.087, H104 1.081
92 C 0.45269 6.98334 0.62952  C91 1.528, C93 1.546, C94 1.553, N100 1.441
93 C 0.13442 6.79730 2.13108  C92 1.546, H105 1.101, H106 1.066, H107 1.091
94 C 0.11741 5.65015 -0.09223  C92 1.553, C95 1.545, H108 1.105, H109 1.107
95 C 1.21940 4.61791 0.23362  C94 1.545, C96 1.536, H110 1.093, H111 1.076
96 C 2.56846 5.19763 -0.21860  C95 1.536, C97 1.528, H112 1.080, H113 1.094
97 C 2.93219 6.49590 0.49969  C96 1.528, C98 1.548, C99 1.526, N100 1.488
98 C 3.39524 6.25163 1.95653  C97 1.548, H114 1.114, H115 1.117, H116 1.103
99 C 4.12602 7.15034 -0.18968  C97 1.526, H117 1.110, H118 1.092, H119 1.104
100 N 1.77987 7.40696 0.25978  C92 1.441, C97 1.488, O101 1.439
101 O 1.96599 8.69873 0.86664  N100 1.439, H120 0.987
102 H -0.28805 8.38459 -0.88807  C91 1.045
103 H -1.51632 7.56098 0.07370  C91 1.087
104 H -0.47735 8.82896 0.76020  C91 1.081
105 H 0.78830 6.09625 2.67333  C93 1.101
106 H 0.18709 7.69971 2.69551  C93 1.066
107 H -0.90823 6.48021 2.18568  C93 1.091
108 H -0.90368 5.36952 0.22196  C94 1.105
109 H 0.15125 5.79247 -1.18977  C94 1.107
110 H 1.21551 4.47496 1.31746  C95 1.093
111 H 1.04776 3.65788 -0.22134  C95 1.076
112 H 2.58447 5.43074 -1.27305  C96 1.080
113 H 3.35297 4.46286 -0.01477  C96 1.094
114 H 4.34893 5.67742 1.91220  C98 1.114
115 H 2.65198 5.65937 2.54435  C98 1.117
116 H 3.49362 7.23396 2.44790  C98 1.103
117 H 4.95952 6.42432 -0.29160  C99 1.110
118 H 4.58151 7.86490 0.49930  C99 1.092
119 H 4.00013 7.61965 -1.18046  C99 1.104
120 H 2.06255 9.37800 0.15734  O101 0.987
121 C 5.45417 4.19864 6.71131  C122 1.508, H132 1.085, H133 1.109, H134 1.112
122 C 5.65604 2.85301 6.06100  C121 1.508, C123 1.562, C124 1.557, N130 1.531
123 C 7.16303 2.51580 5.82517  C122 1.562, H135 1.074, H136 1.074, H137 1.077
124 C 5.05700 1.68451 6.89777  C122 1.557, C125 1.506, H138 1.089, H139 1.107
125 C 3.55521 1.61634 6.80987  C124 1.506, C126 1.465, H140 1.087, H141 1.097
126 C 3.06350 1.68443 5.43206  C125 1.465, C127 1.494, H142 1.090, H143 1.090
127 C 3.58816 2.78606 4.56960  C126 1.494, C128 1.555, C129 1.555, N130 1.457
128 C 3.25544 2.57088 3.06595  C127 1.555, H144 1.112, H145 1.091, H146 1.094
129 C 2.98711 4.16625 4.95892  C127 1.555, H147 1.073, H148 1.105, H149 1.098
130 N 5.03914 2.69334 4.66917  C122 1.531, C127 1.457, O131 1.495
131 O 5.57775 3.85140 3.89162  N130 1.495, H150 0.953
132 H 5.80665 5.02921 6.10853  C121 1.085
133 H 4.46614 4.39782 7.17380  C121 1.109
134 H 6.16563 4.19748 7.56652  C121 1.112
135 H 7.74276 2.30089 6.70303  C123 1.074
136 H 7.18061 1.67243 5.15962  C123 1.074
137 H 7.66386 3.32810 5.32617  C123 1.077
138 H 5.40040 0.74407 6.46915  C124 1.089
139 H 5.41672 1.70303 7.94413  C124 1.107
140 H 3.17823 0.79799 7.41759  C125 1.087
141 H 3.16064 2.49572 7.33405  C125 1.097
142 H 1.97935 1.79925 5.41464  C126 1.090
143 H 3.21430 0.72015 4.94566  C126 1.090
144 H 3.81368 1.66582 2.73987  C128 1.112
145 H 3.65270 3.41171 2.49484  C128 1.091
146 H 2.20577 2.51700 2.76352  C128 1.094
147 H 1.97300 4.21760 4.61175  C129 1.073
148 H 3.55786 4.89391 4.35428  C129 1.105
149 H 3.04753 4.27861 6.04917  C129 1.098
150 H 6.43924 3.52184 3.65338  O131 0.953
151 C -0.38841 -5.51992 4.68200  C152 1.570, H162 1.101, H163 1.096, H164 1.094
152 C 0.40714 -4.66003 5.72779  C151 1.570, C153 1.599, C154 1.513, N160 1.479
153 C 0.17443 -5.36417 7.14486  C152 1.599, H165 1.085, H166 1.081, H167 1.102
154 C 1.88944 -4.50247 5.46651  C152 1.513, C155 1.534, H168 1.100, H169 1.117
155 C 2.47951 -3.32074 6.24625  C154 1.534, C156 1.484, H170 1.081, H171 1.106
156 C 1.76507 -2.07465 5.87143  C155 1.484, C157 1.523, H172 1.104, H173 1.058
157 C 0.30835 -2.13084 6.31155  C156 1.523, C158 1.543, C159 1.522, N160 1.468
158 C 0.15122 -2.06846 7.84562  C157 1.543, H174 1.100, H175 1.106, H176 1.082
159 C -0.46158 -0.96582 5.70611  C157 1.522, H177 1.095, H178 1.096, H179 1.094
160 N -0.25387 -3.33722 5.69312  C152 1.479, C157 1.468, O161 1.447
161 O -1.59007 -3.41772 6.24279  N160 1.447, H180 0.949
162 H -0.41691 -5.02624 3.69823  C151 1.101
163 H 0.04702 -6.51236 4.51667  C151 1.096
164 H -1.41084 -5.60190 5.06147  C151 1.094
165 H 0.80679 -4.95650 7.92596  C153 1.085
166 H -0.87199 -5.28464 7.40436  C153 1.081
167 H 0.37854 -6.43590 6.99271  C153 1.102
168 H 2.38680 -5.43397 5.77370  C154 1.100
169 H 2.07598 -4.29757 4.38478  C154 1.117
170 H 2.35673 -3.49721 7.30596  C155 1.081
171 H 3.53095 -3.22392 5.91617  C155 1.106
172 H 1.76515 -1.93382 4.77643  C156 1.104
173 H 2.35258 -1.29690 6.28361  C156 1.058
174 H 0.40905 -1.09244 8.28274  C158 1.100
175 H 0.80513 -2.85963 8.25702  C158 1.106
176 H -0.90007 -2.18026 8.07734  C158 1.082
177 H -0.11598 0.02174 6.02871  C159 1.095
178 H -1.49437 -1.02231 6.06877  C159 1.096
179 H -0.47561 -0.93440 4.61233  C159 1.094
180 H -2.13412 -3.27057 5.47930  O161 0.949
181 C 4.73772 -3.21102 0.22250  C182 1.412, C185 1.377, H186 1.079
182 C 6.14063 -3.10766 0.09726  C181 1.412, C183 1.347, H187 1.078
183 C 6.43850 -2.68737 -1.14758  C182 1.347, N184 1.382, H188 1.092
184 N 5.24346 -2.51946 -1.82159  C183 1.382, C185 1.401, H189 1.014
185 C 4.17480 -2.86851 -0.98630  C181 1.377, N184 1.401, H190 1.063
186 H 4.14956 -3.45926 1.09290  C181 1.079
187 H 6.93582 -3.31816 0.79343  C182 1.078
188 H 7.36275 -2.55540 -1.71471  C183 1.092
189 H 5.10185 -2.25726 -2.79126  N184 1.014
190 H 3.16268 -2.86629 -1.31105  C185 1.063
191 C 4.45799 -1.15869 -5.02434  C192 1.435, C195 1.408, H196 1.092
192 C 3.34313 -0.71232 -4.23887  C191 1.435, C193 1.384, H197 1.053
193 C 2.63899 -1.81283 -3.78133  C192 1.384, N194 1.385, H198 1.075
194 N 3.23210 -2.94739 -4.31092  C193 1.385, C195 1.394, H199 1.013
195 C 4.34727 -2.56239 -5.05259  C191 1.408, N194 1.394, H200 1.083
196 H 5.17366 -0.52631 -5.55416  C191 1.092
197 H 3.17807 0.29411 -3.97735  C192 1.053
198 H 1.76246 -1.90880 -3.16612  C193 1.075
199 H 2.96899 -3.90494 -4.11223  N194 1.013
200 H 4.85223 -3.27209 -5.69619  C195 1.083
201 C -4.61164 -3.14557 2.40998  C202 1.445, C205 1.344, H206 1.089
202 C -4.09603 -4.04657 3.41494  C201 1.445, C203 1.320, H207 1.051
203 C -4.72027 -3.81153 4.55391  C202 1.320, N204 1.347, H208 1.099
204 N -5.60915 -2.81929 4.35565  C203 1.347, C205 1.357, H209 1.009
205 C -5.59182 -2.47867 3.04206  C201 1.344, N204 1.357, H210 1.082
206 H -4.35472 -3.08881 1.35356  C201 1.089
207 H -3.39824 -4.80942 3.22634  C202 1.051
208 H -4.60931 -4.27256 5.54508  C203 1.099
209 H -6.18405 -2.37069 5.05329  N204 1.009
210 H -6.23834 -1.68240 2.69653  C205 1.082
211 C -0.99720 -4.21082 -3.47080  C212 1.493, C215 1.387, H216 1.064
212 C -1.17868 -4.49915 -2.01674  C211 1.493, C213 1.385, H217 1.065
213 C -2.41882 -4.00375 -1.65040  C212 1.385, N214 1.388, H218 1.085
214 N -2.96832 -3.31054 -2.72060  C213 1.388, C215 1.402, H219 1.036
215 C -2.05184 -3.36566 -3.78063  C211 1.387, N214 1.402, H220 1.077
216 H -0.14137 -4.39702 -4.07426  C211 1.064
217 H -0.45523 -4.98866 -1.40749  C212 1.065
218 H -3.02759 -4.10040 -0.75806  C213 1.085
219 H -3.83732 -2.74742 -2.69321  N214 1.036
220 H -2.32409 -2.84661 -4.68471  C215 1.077